Record 1
{"formula": "C59H55BF8NO5", "method": "wB97M-V/def2-TZVPD", "species": ["C", "C", "B", "O", "O", "C", "O", "C", "C", "C", "N", "C", "C", "C", "O", "C", "O", "C", "H", "H", "H", "H", "H", "H", "H", "H", "H", "H", "H", "H", "H", "H", "H", "F", "C", "C", "C", "C", "C", "C", "H", "H", "H", "H", "H", "F", "C", "C", "C", "C", "C", "C", "H", "H", "H", "H", "H", "F", "C", "C", "C", "C", "C", "C", "H", "H", "H", "H", "H", "F", "C", "C", "C", "C", "C", "C", "H", "H", "H", "H", "H", "F", "C", "C", "C", "C", "C", "C", "H", "H", "H", "H", "H", "F", "C", "C", "C", "C", "C", "C", "H", "H", "H", "H", "H", "F", "C", "C", "C", "C", "C", "C", "H", "H", "H", "H", "H", "F", "C", "C", "C", "C", "C", "C", "H", "H", "H", "H", "H"], "xyz": [[-1.80, 0.97, -3.65], [-2.05, -0.55, -3.16], [-1.53, -0.68, -1.61], [-0.15, -1.02, -1.43], [-2.51, -0.49, -0.54], [-2.29, 0.74, 0.16], [-3.13, 1.67, 0.15], [-0.91, 0.80, 1.00], [-0.70, -0.02, 2.31], [0.69, 0.10, 2.99], [1.74, 0.93, 2.41], [1.57, 1.72, 1.20], [2.82, 2.58, 0.69], [3.23, 2.06, -0.80], [2.85, 0.68, -1.05], [3.75, -0.23, -0.43], [4.27, -1.22, -0.98], [0.21, 1.69, 0.42], [-2.76, 1.57, -3.48], [-0.95, 1.41, -3.02], [-1.50, 0.95, -4.76], [-3.14, -0.88, -3.15], [-1.39, -1.28, -3.75], [0.07, -1.24, -0.49], [-1.56, -0.66, 2.69], [0.92, -0.49, 3.93], [2.67, 0.96, 2.87], [2.55, 3.69, 0.68], [3.72, 2.46, 1.40], [4.34, 2.28, -1.03], [2.62, 2.70, -1.55], [4.05, -0.06, 0.68], [0.13, 2.32, -0.53], [-2.09, -2.79, -4.68], [-2.46, -3.94, -4.08], [-1.49, -4.87, -3.75], [-1.86, -6.06, -3.13], [-3.21, -6.30, -2.84], [-4.17, -5.35, -3.18], [-3.79, -4.16, -3.80], [-0.45, -4.67, -3.99], [-1.11, -6.79, -2.86], [-3.50, -7.22, -2.35], [-5.22, -5.54, -2.96], [-4.53, -3.41, -4.06], [5.28, 3.22, 0.88], [6.49, 2.65, 1.11], [7.20, 2.10, 0.06], [8.44, 1.51, 0.30], [8.94, 1.47, 1.60], [8.22, 2.02, 2.65], [6.98, 2.62, 2.41], [6.78, 2.13, -0.94], [9.00, 1.09, -0.52], [9.91, 1.01, 1.78], [8.61, 1.99, 3.66], [6.41, 3.06, 3.22], [-1.81, -0.68, 5.07], [-2.95, -0.10, 5.50], [-3.30, -0.22, 6.84], [-4.48, 0.38, 7.29], [-5.29, 1.08, 6.40], [-4.93, 1.18, 5.06], [-3.75, 0.60, 4.61], [-2.66, -0.78, 7.52], [-4.76, 0.30, 8.34], [-6.20, 1.54, 6.76], [-5.56, 1.73, 4.37], [-3.45, 0.68, 3.57], [11.75, -0.19, 4.59], [11.86, -1.14, 3.64], [10.72, -1.74, 3.14], [10.84, -2.72, 2.16], [12.11, -3.09, 1.70], [13.25, -2.48, 2.21], [13.12, -1.50, 3.19], [9.75, -1.45, 3.52], [9.96, -3.19, 1.75], [12.20, -3.85, 0.93], [14.23, -2.77, 1.86], [14.00, -1.01, 3.60], [-1.85, -0.08, -6.83], [-2.18, -0.87, -7.87], [-1.83, -2.21, -7.85], [-2.18, -3.02, -8.92], [-2.87, -2.48, -10.01], [-3.21, -1.13, -10.02], [-2.88, -0.32, -8.94], [-1.29, -2.61, -7.00], [-1.92, -4.07, -8.92], [-3.14, -3.11, -10.85], [-3.75, -0.71, -10.86], [-3.14, 0.73, -8.92], [-2.25, -4.26, 6.61], [-2.08, -4.66, 5.34], [-2.28, -6.00, 5.02], [-2.11, -6.42, 3.70], [-1.71, -5.50, 2.73], [-1.50, -4.17, 3.07], [-1.69, -3.74, 4.38], [-2.58, -6.69, 5.79], [-2.28, -7.45, 3.44], [-1.57, -5.83, 1.70], [-1.19, -3.46, 2.31], [-1.54, -2.71, 4.66], [-7.24, 3.59, 4.81], [-7.38, 4.39, 5.89], [-8.61, 4.99, 6.12], [-8.77, 5.81, 7.24], [-7.69, 6.03, 8.09], [-6.46, 5.43, 7.84], [-6.31, 4.60, 6.73], [-9.44, 4.82, 5.44], [-9.72, 6.28, 7.44], [-7.81, 6.68, 8.96], [-5.62, 5.60, 8.51], [-5.36, 4.11, 6.53], [-1.39, 6.52, -8.85], [-1.76, 5.38, -8.25], [-0.79, 4.44, -7.92], [-1.16, 3.26, -7.29], [-2.50, 3.02, -7.00], [-3.47, 3.97, -7.34], [-3.09, 5.15, -7.96], [0.25, 4.64, -8.16], [-0.41, 2.52, -7.02], [-2.80, 2.10, -6.52], [-4.52, 3.78, -7.12], [-3.83, 5.90, -8.22]], "lowdin_charge": [-0.084, -0.128, -0.481, 0.121, 0.126, -0.314, 0.139, 0.005, 0.070, 0.051, 0.098, -0.076, -0.085, -0.145, -0.094, -0.243, 0.073, 0.122, 0.093, 0.068, 0.061, 0.115, 0.102, 0.098, 0.114, 0.142, 0.159, 0.144, 0.104, 0.124, 0.149, 0.159, 0.148, 0.017, -0.283, -0.015, -0.082, -0.094, -0.077, -0.013, 0.118, 0.106, 0.103, 0.108, 0.119, -0.008, -0.283, -0.018, -0.060, -0.075, -0.067, -0.020, 0.113, 0.115, 0.103, 0.113, 0.116, 0.005, -0.280, -0.011, -0.063, -0.085, -0.068, -0.017, 0.120, 0.112, 0.104, 0.103, 0.098, 0.058, -0.296, -0.036, -0.085, -0.095, -0.077, -0.014, 0.111, 0.104, 0.103, 0.108, 0.119, 0.039, -0.277, -0.020, -0.077, -0.093, -0.077, -0.013, 0.104, 0.106, 0.103, 0.107, 0.109, 0.066, -0.281, -0.008, -0.073, -0.094, -0.091, -0.021, 0.121, 0.109, 0.101, 0.088, 0.084, 0.051, -0.291, -0.015, -0.077, -0.093, -0.080, -0.031, 0.118, 0.108, 0.103, 0.106, 0.108, 0.065, -0.289, -0.017, -0.081, -0.114, -0.079, -0.016, 0.116, 0.103, 0.079, 0.106, 0.118], "e_lumo_ev": -4.78, "multiplicity": 1, "charge": 1, "total_energy_ev": -96209.0015, "homo_energy_ev": -10.4784, "homo_lumo_gap_ev": 5.696}



Record 2
{"formula": "C43H40BrF4N4O4SSbSc", "method": "wB97M-V/def2-TZVPD", "species": ["Sc", "C", "C", "N", "C", "C", "C", "C", "N", "C", "C", "F", "C", "F", "C", "C", "F", "C", "F", "H", "H", "H", "H", "H", "H", "H", "H", "H", "H", "H", "H", "H", "H", "H", "C", "C", "C", "C", "C", "Br", "N", "C", "H", "H", "H", "H", "H", "H", "O", "C", "C", "C", "C", "C", "C", "C", "O", "N", "O", "O", "H", "H", "H", "H", "S", "Sb", "C", "C", "C", "C", "C", "C", "C", "C", "C", "C", "C", "C", "C", "C", "C", "C", "C", "C", "H", "H", "H", "H", "H", "H", "H", "H", "H", "H", "H", "H", "H", "H", "H"], "xyz": [[-0.90, 1.37, -0.47], [-1.41, -2.03, -4.17], [-1.09, -0.68, -3.51], [-0.30, -0.70, -2.27], [1.15, -0.80, -2.54], [1.64, -1.99, -3.36], [-0.80, -1.67, -1.29], [-2.26, -1.40, -0.97], [-2.49, 0.03, -0.82], [-3.77, 0.48, -0.67], [-3.95, 1.86, -0.60], [-2.78, 2.61, -0.66], [-5.15, 2.51, -0.47], [-5.17, 3.85, -0.42], [-6.32, 1.78, -0.41], [-6.19, 0.40, -0.46], [-7.29, -0.35, -0.39], [-4.97, -0.24, -0.59], [-4.98, -1.59, -0.61], [-1.89, -1.84, -5.13], [-2.11, -2.62, -3.58], [-0.53, -2.64, -4.35], [-2.04, -0.19, -3.29], [-0.56, -0.05, -4.21], [1.65, -0.80, -1.58], [1.44, 0.12, -3.03], [1.30, -2.94, -2.97], [2.74, -2.00, -3.32], [1.36, -1.91, -4.41], [-0.19, -1.56, -0.39], [-0.69, -2.71, -1.62], [-2.52, -1.96, -0.06], [-2.89, -1.81, -1.76], [-7.28, 2.25, -0.31], [-3.31, 2.85, -5.30], [-1.98, 2.89, -4.61], [-0.85, 3.46, -5.19], [0.35, 3.46, -4.50], [0.39, 2.89, -3.24], [2.01, 2.91, -2.29], [-0.67, 2.33, -2.66], [-1.82, 2.34, -3.35], [-3.30, 3.43, -6.22], [-4.10, 3.24, -4.65], [-3.58, 1.82, -5.56], [-0.91, 3.90, -6.17], [1.24, 3.90, -4.92], [-2.68, 1.89, -2.86], [-0.26, 3.33, 0.00], [-0.12, 3.91, 1.09], [-0.48, 3.38, 2.37], [-0.19, 4.16, 3.50], [-0.53, 3.69, 4.74], [-1.19, 2.47, 4.90], [-1.49, 1.70, 3.80], [-1.14, 2.12, 2.50], [-1.41, 1.38, 1.48], [-0.20, 4.49, 5.92], [-0.49, 4.03, 7.01], [0.37, 5.55, 5.74], [0.29, 4.92, 1.07], [0.30, 5.12, 3.40], [-1.45, 2.14, 5.90], [-2.02, 0.77, 3.91], [1.52, 0.75, 0.55], [2.36, -1.21, 1.37], [3.87, -0.67, 2.71], [3.71, 0.51, 3.43], [4.65, 0.86, 4.38], [5.76, 0.05, 4.60], [5.92, -1.12, 3.88], [4.97, -1.49, 2.93], [3.21, -2.57, 0.03], [4.51, -2.39, -0.43], [5.07, -3.34, -1.28], [4.34, -4.45, -1.66], [3.04, -4.63, -1.21], [2.47, -3.69, -0.37], [0.89, -2.28, 2.39], [1.15, -3.56, 2.88], [0.18, -4.23, 3.61], [-1.04, -3.62, 3.85], [-1.31, -2.36, 3.35], [-0.34, -1.68, 2.62], [2.86, 1.16, 3.25], [4.53, 1.78, 4.95], [6.49, 0.33, 5.34], [6.78, -1.76, 4.05], [5.10, -2.41, 2.37], [5.09, -1.53, -0.13], [6.09, -3.21, -1.63], [4.79, -5.19, -2.31], [2.47, -5.50, -1.51], [1.45, -3.83, -0.01], [2.11, -4.04, 2.70], [0.38, -5.22, 3.99], [-1.80, -4.15, 4.42], [-2.27, -1.90, 3.53], [-0.55, -0.69, 2.21]], "lowdin_charge": [0.879, -0.058, -0.228, -0.189, -0.261, -0.069, -0.194, -0.192, -0.080, -0.176, -0.131, 0.009, -0.219, 0.110, 0.074, -0.210, 0.110, -0.130, 0.089, 0.086, 0.070, 0.055, 0.093, 0.121, 0.021, 0.083, 0.066, 0.081, 0.072, 0.072, 0.128, 0.128, 0.108, 0.141, -0.022, -0.227, 0.008, -0.077, -0.707, 0.851, -0.012, -0.095, 0.084, 0.090, 0.090, 0.129, 0.110, 0.109, -0.137, -0.129, -0.110, 0.067, -0.138, 0.037, 0.030, -0.319, -0.172, -0.358, 0.087, 0.082, 0.153, 0.136, 0.128, 0.117, 0.198, 1.363, -0.355, -0.126, -0.065, -0.063, -0.069, -0.119, -0.359, -0.119, -0.065, -0.061, -0.073, -0.133, -0.353, -0.117, -0.066, -0.061, -0.063, -0.123, 0.080, 0.112, 0.112, 0.111, 0.098, 0.109, 0.113, 0.113, 0.114, 0.100, 0.106, 0.112, 0.112, 0.109, 0.059], "e_lumo_ev": -3.02, "relative_energy_kcal_mol": 17.78, "multiplicity": 1, "charge": 1, "total_energy_ev": -178372.0044, "homo_energy_ev": -10.1144, "homo_lumo_gap_ev": 7.092}



Record 3
{"formula": "C28H30ClF3InN5O9SSe", "method": "wB97M-V/def2-TZVPD", "species": ["In", "O", "C", "N", "C", "O", "C", "C", "C", "C", "C", "N", "C", "C", "C", "C", "C", "N", "H", "H", "H", "H", "H", "H", "H", "H", "O", "Cl", "O", "O", "O", "C", "C", "C", "C", "N", "C", "Se", "N", "C", "C", "C", "C", "C", "C", "C", "C", "C", "C", "H", "H", "H", "H", "H", "H", "H", "H", "H", "H", "H", "H", "H", "H", "H", "H", "H", "H", "H", "H", "H", "H", "F", "C", "F", "F", "S", "O", "O", "O"], "xyz": [[-0.42, -0.07, 0.00], [0.21, -2.05, 3.49], [-0.29, -1.28, 2.70], [0.28, -0.23, 2.06], [1.43, 0.39, 2.40], [2.26, 0.05, 3.22], [1.56, 1.70, 1.66], [2.64, 2.53, 1.93], [2.66, 3.79, 1.36], [1.61, 4.18, 0.55], [0.58, 3.28, 0.31], [0.57, 2.07, 0.85], [-1.76, -1.39, 2.34], [-2.60, -2.19, 3.09], [-3.94, -2.24, 2.76], [-4.40, -1.45, 1.72], [-3.50, -0.67, 1.02], [-2.21, -0.66, 1.32], [3.41, 2.17, 2.59], [3.49, 4.46, 1.55], [1.58, 5.16, 0.10], [-0.25, 3.51, -0.34], [-2.18, -2.75, 3.92], [-4.62, -2.89, 3.31], [-5.45, -1.45, 1.45], [-3.80, -0.05, 0.18], [-2.47, 1.50, -3.25], [-1.59, 1.19, -2.21], [-1.12, -0.17, -2.31], [-0.46, 2.04, -2.20], [-2.25, 1.32, -0.93], [5.77, -2.22, -0.83], [5.49, -2.10, 0.66], [4.16, -1.44, 1.01], [2.93, -2.33, 0.81], [2.66, -2.67, -0.58], [2.30, -1.83, -1.56], [1.87, 0.00, -1.32], [2.27, -2.48, -2.73], [1.91, -1.94, -4.02], [3.06, -2.01, -5.03], [4.32, -1.26, -4.60], [4.11, 0.24, -4.40], [2.50, -3.82, -2.48], [2.47, -4.93, -3.31], [2.71, -6.16, -2.72], [2.99, -6.28, -1.36], [3.02, -5.18, -0.53], [2.76, -3.94, -1.11], [6.80, -2.52, -1.00], [5.61, -1.26, -1.32], [5.14, -2.96, -1.30], [6.28, -1.49, 1.11], [5.54, -3.09, 1.13], [4.05, -0.52, 0.42], [4.15, -1.15, 2.06], [2.05, -1.84, 1.22], [3.07, -3.26, 1.35], [1.58, -0.91, -3.88], [1.05, -2.52, -4.39], [2.70, -1.59, -5.97], [3.33, -3.05, -5.21], [5.08, -1.41, -5.37], [4.71, -1.70, -3.67], [3.63, 0.68, -5.27], [5.07, 0.73, -4.25], [3.50, 0.44, -3.52], [2.23, -4.85, -4.36], [2.68, -7.05, -3.33], [3.16, -7.26, -0.94], [3.20, -5.28, 0.53], [-2.28, -4.61, 0.59], [-1.39, -4.57, -0.40], [-1.84, -5.35, -1.39], [-0.25, -5.11, 0.05], [-1.13, -2.81, -1.01], [-2.44, -2.24, -0.97], [-0.22, -2.31, 0.05], [-0.48, -2.99, -2.26]], "lowdin_charge": [0.726, 0.124, -0.450, 0.042, -0.459, 0.100, -0.217, 0.017, -0.034, -0.028, -0.104, 0.052, -0.178, 0.025, -0.026, -0.022, -0.099, 0.054, 0.124, 0.113, 0.110, 0.110, 0.126, 0.115, 0.113, 0.117, -0.238, 0.637, -0.389, -0.345, -0.337, -0.096, -0.235, -0.186, -0.111, 0.005, -0.532, 0.939, -0.003, -0.135, -0.174, -0.248, -0.103, -0.145, 0.013, -0.067, -0.070, 0.005, -0.155, 0.074, 0.073, 0.055, 0.106, 0.108, 0.074, 0.110, 0.092, 0.133, 0.096, 0.133, 0.120, 0.098, 0.108, 0.088, 0.079, 0.073, 0.004, 0.114, 0.107, 0.107, 0.116, 0.132, -0.632, 0.138, 0.134, 0.506, -0.250, -0.341, -0.234], "e_lumo_ev": -0.40, "relative_energy_kcal_mol": 30.66, "multiplicity": 1, "total_energy_ev": -157427.6963, "homo_energy_ev": -8.7604, "homo_lumo_gap_ev": 8.362}



Record 4
{"formula": "C4H13NO2", "method": "wB97M-V/def2-TZVPD", "species": ["C", "N", "C", "C", "C", "O", "H", "H", "H", "H", "H", "H", "H", "H", "H", "H", "H", "H", "H", "O"], "xyz": [[-1.81, 1.29, -0.38], [-0.68, 0.71, -0.98], [0.67, 1.05, -0.58], [1.67, -0.09, -0.65], [1.41, -1.41, 0.08], [0.13, -1.99, -0.20], [-2.01, 1.01, 0.67], [-2.71, 0.98, -0.92], [-1.84, 2.39, -0.41], [-0.74, -0.18, -1.43], [0.77, 1.51, 0.41], [1.01, 1.90, -1.18], [2.57, 0.27, -0.16], [2.05, -0.27, -1.66], [2.16, -2.16, -0.23], [1.62, -1.28, 1.15], [-0.27, -2.34, 0.60], [-1.54, 0.11, 2.45], [-0.94, -0.71, 1.33], [-1.53, -0.79, 2.10]], "lowdin_charge": [-0.152, -0.127, -0.247, -0.178, -0.246, -0.083, 0.047, 0.090, 0.080, 0.099, 0.113, 0.110, 0.108, 0.111, 0.114, 0.119, 0.073, 0.034, -0.005, -0.060], "e_lumo_ev": 0.80, "relative_energy_kcal_mol": 32.10, "multiplicity": 1, "total_energy_ev": -9942.8045, "smiles": "CNCCCO.O", "homo_energy_ev": -8.1196, "homo_lumo_gap_ev": 8.922}



no.,molecular weight (g mol⁻¹)
1,1020.9
2,1031.5
3,898.9
4,107.2